(1)
C20H25Cl2CoP as an isolated structure. Source: the Open Molecules 2025 dataset; level of theory: wB97M-V/def2-TZVPD.

Values from the calculation:
energy above the lowest of the compared OMol25 structures with the same formula, charge and spin = 8.9 kJ/mol
net charge = -1
multiplicity = 5
highest occupied orbital energy (alpha / beta) = -3.1 / -4.7 eV

Geometry as XYZ:
```
49
Properties=species:S:1:pos:R:3:mulliken_spin:R:1
Co 1.219 -0.415 -0.841 2.595
Cl -0.303 -1.745 -1.619 0.073
Cl 2.278 1.401 -0.690 0.097
C 2.347 -1.563 0.364 0.262
H 3.381 -1.330 0.088 -0.013
H 2.039 -2.557 -0.001 -0.006
C -0.891 1.614 -2.704 0.026
C 0.160 1.082 -3.266 0.018
H -0.798 2.192 -1.780 0.000
C 0.146 0.116 -4.430 0.008
H 1.165 1.296 -2.872 -0.023
C -1.230 0.059 -5.120 -0.001
H 0.941 0.383 -5.148 0.003
H 0.423 -0.889 -4.071 -0.005
C -2.409 0.243 -4.167 -0.001
H -1.240 0.878 -5.845 0.000
H -1.322 -0.885 -5.670 0.000
C -2.266 1.512 -3.294 -0.002
H -3.339 0.285 -4.746 -0.001
H -2.478 -0.629 -3.504 0.002
H -2.504 2.377 -3.940 0.001
H -3.021 1.509 -2.494 0.000
C -1.940 -0.581 0.946 0.026
P -0.169 -0.228 1.007 0.019
C -0.004 1.283 2.032 -0.008
C -0.592 2.476 1.585 0.007
C -0.623 3.584 2.433 -0.001
C -0.069 3.507 3.714 0.007
C 0.583 2.342 4.124 0.004
C 0.616 1.224 3.288 0.027
C 0.608 -1.527 1.974 0.435
C 2.109 -1.437 1.866 -0.054
C 2.827 -2.543 2.566 0.273
C 2.167 -3.670 2.952 -0.118
C 0.779 -3.801 2.759 0.437
C 0.004 -2.716 2.321 -0.166
H -2.411 0.322 0.532 -0.006
H -2.318 -0.787 1.959 0.001
H -2.093 -1.431 0.265 0.003
H -1.037 2.517 0.589 0.006
H -1.092 4.504 2.093 0.000
H -0.142 4.358 4.393 0.001
H 1.060 2.291 5.101 0.000
H 1.089 0.297 3.618 0.002
H 2.524 -0.468 2.203 0.030
H 3.905 -2.434 2.659 0.019
H 2.727 -4.486 3.420 -0.002
H 0.285 -4.732 3.026 0.035
H -1.089 -2.795 2.323 -0.009
```

---

(2)
One molecule with the formula C8H12S. Source: the Open Molecules 2025 dataset; level of theory: wB97M-V/def2-TZVPD.

Values from the calculation:
energy above the lowest of the compared OMol25 structures with the same formula, charge and spin = 561.1 kJ/mol
highest occupied orbital energy (alpha / beta) = -7.4 / -7.5 eV

Geometry as XYZ:
```
21
Properties=species:S:1:pos:R:3:mulliken_charge:R:1
C -0.477 -0.854 0.498 0.592
C -0.741 0.362 0.362 0.025
C 2.113 -0.774 0.204 -0.048
C 2.796 -1.748 -0.279 -0.528
C 0.391 1.393 0.014 0.069
C -1.028 -2.138 0.603 -1.280
C -2.022 1.038 0.686 -1.307
C 0.283 1.832 -1.395 -1.217
S 2.150 0.887 0.474 -0.174
H 3.788 -1.543 -0.581 0.306
H 2.262 -2.584 -0.159 0.286
H 0.142 2.246 0.775 0.279
H -2.083 -2.179 0.332 0.372
H -0.592 -2.532 1.589 0.308
H -0.504 -2.955 0.018 0.280
H -1.993 1.538 1.665 0.291
H -2.867 0.367 0.565 0.355
H -2.148 1.802 -0.091 0.317
H 0.329 1.007 -1.999 0.427
H 0.976 2.644 -1.692 0.346
H -0.775 2.192 -1.587 0.301
```

---

(3)
C20H50F24K2O10P4 as an isolated structure. Source: the Open Molecules 2025 dataset; level of theory: wB97M-V/def2-TZVPD.

Values from the calculation:
net charge = -2
highest occupied orbital energy = -6.8 eV

Geometry as XYZ:
```
110
Properties=species:S:1:pos:R:3:mulliken_charge:R:1
K 8.243 1.489 -0.428 0.997
K -2.873 2.018 -2.240 0.993
P 9.549 3.021 -6.052 1.148
F 9.275 4.503 -5.401 -0.340
F 8.180 2.465 -5.380 -0.329
F 8.794 3.536 -7.466 -0.383
F 9.984 1.669 -6.926 -0.364
F 10.883 3.634 -6.694 -0.345
F 10.370 2.437 -4.697 -0.387
P -2.804 7.671 -0.816 1.156
F -2.687 8.698 0.451 -0.361
F -3.317 9.030 -1.679 -0.390
F -1.244 7.976 -1.189 -0.345
F -2.831 6.752 -2.111 -0.346
F -2.450 6.414 0.087 -0.339
F -4.338 7.272 -0.313 -0.376
P 8.517 6.930 1.556 1.127
F 9.066 7.302 3.071 -0.381
F 7.346 5.953 2.189 -0.366
F 7.441 8.115 1.745 -0.333
F 8.176 6.433 0.068 -0.316
F 9.654 7.937 0.966 -0.352
F 9.589 5.684 1.668 -0.378
P 2.805 0.913 -0.766 1.162
F 1.785 2.183 -0.663 -0.353
F 1.735 -0.032 0.141 -0.391
F 1.922 0.574 -2.114 -0.369
F 3.744 -0.377 -0.924 -0.338
F 3.787 1.918 -1.642 -0.355
F 3.614 1.435 0.577 -0.357
C -0.581 -5.593 -9.285 -0.759
O 0.609 -4.954 -9.278 -0.285
C 0.703 -3.772 -10.017 -0.502
C 1.967 -2.915 -9.915 -0.549
O 2.144 -2.308 -8.668 -0.341
C 2.650 -3.362 -7.753 -0.675
H -1.012 -5.746 -10.275 0.310
H -1.306 -4.961 -8.772 0.327
H -0.488 -6.586 -8.845 0.228
H -0.164 -3.114 -9.967 0.371
H 0.679 -4.021 -11.078 0.361
H 1.716 -2.055 -10.536 0.311
H 2.878 -3.310 -10.365 0.385
H 3.455 -3.959 -8.181 0.291
H 1.914 -4.107 -7.451 0.226
H 3.001 -2.904 -6.828 0.303
C 0.619 4.367 6.145 -0.715
O -0.195 5.570 5.928 -0.335
C -1.651 5.249 5.920 -0.486
C -2.466 6.587 5.784 -0.506
O -3.228 7.054 6.952 -0.372
C -3.052 8.367 7.179 -0.770
H 1.653 4.654 5.958 0.250
H 0.288 3.512 5.555 0.305
H 0.460 3.925 7.129 0.292
H -2.013 4.540 6.664 0.368
H -1.744 4.730 4.966 0.331
H -3.119 6.629 4.912 0.364
H -1.728 7.351 5.540 0.345
H -3.246 8.609 8.223 0.280
H -3.564 9.045 6.497 0.302
H -1.997 8.635 7.123 0.349
C -5.271 -0.613 2.196 -0.764
O -5.666 0.758 2.070 -0.322
C -7.056 0.886 2.305 -0.654
C -8.117 0.535 1.186 -0.402
O -8.499 -0.795 1.220 -0.304
C -9.892 -0.960 0.886 -0.762
H -5.672 -1.349 1.500 0.290
H -5.384 -0.888 3.245 0.324
H -4.192 -0.687 2.058 0.286
H -7.184 1.949 2.512 0.382
H -7.345 0.406 3.240 0.346
H -7.727 0.788 0.200 0.241
H -9.015 1.121 1.381 0.457
H -10.376 -0.462 1.726 0.352
H -10.200 -2.005 0.916 0.235
H -10.223 -0.613 -0.093 0.297
C 3.613 -4.508 5.143 -0.674
O 3.811 -5.062 6.461 -0.402
C 3.330 -6.353 6.731 -0.379
C 4.300 -7.378 6.069 -0.380
O 4.098 -8.718 6.628 -0.409
C 2.837 -9.385 6.446 -0.648
H 4.271 -4.974 4.410 0.270
H 4.056 -3.512 5.166 0.249
H 2.532 -4.550 5.011 0.312
H 2.365 -6.526 6.253 0.337
H 3.309 -6.425 7.818 0.295
H 5.364 -7.144 6.114 0.317
H 3.994 -7.459 5.026 0.321
H 2.118 -8.771 6.988 0.268
H 2.784 -10.357 6.936 0.240
H 2.621 -9.451 5.380 0.282
C -1.669 -4.865 -0.247 -0.761
O -3.007 -4.626 -0.673 -0.403
C -3.022 -3.885 -1.768 -0.563
C -4.402 -3.562 -2.442 -0.430
O -4.684 -2.141 -2.360 -0.249
C -5.638 -1.774 -3.362 -0.656
H -1.689 -4.659 0.823 0.283
H -0.912 -4.409 -0.885 0.397
H -1.572 -5.937 -0.078 0.260
H -2.394 -4.439 -2.465 0.354
H -2.494 -2.937 -1.660 0.351
H -5.194 -4.101 -1.922 0.290
H -4.259 -3.835 -3.487 0.363
H -5.676 -0.697 -3.523 0.195
H -6.665 -2.009 -3.084 0.263
H -5.406 -2.336 -4.267 0.313
```

---

What is the formula in the second record? C8H12S